{"formula": "C23H51HfN5O6P2", "method": "ωB97M-V/def2-TZVPD", "symbols": ["Hf", "C", "N", "C", "C", "C", "N", "C", "C", "H", "H", "H", "H", "H", "H", "H", "H", "H", "H", "H", "H", "H", "H", "H", "H", "C", "C", "C", "O", "P", "O", "C", "P", "O", "O", "C", "C", "C", "O", "C", "C", "C", "O", "C", "C", "C", "H", "H", "H", "H", "H", "H", "H", "H", "H", "H", "H", "H", "H", "H", "H", "H", "H", "H", "H", "H", "H", "H", "H", "H", "H", "H", "H", "H", "H", "H", "N", "C", "C", "N", "C", "C", "N", "H", "H", "H", "H", "H"], "positions_angstrom": [[-1.545, 0.057, -0.837], [-0.849, 2.173, -2.937], [-2.058, 1.756, -2.201], [-2.591, 2.938, -1.487], [-3.143, 1.241, -3.065], [-2.903, -0.199, -3.625], [-2.189, -1.107, -2.723], [-3.116, -2.139, -2.142], [-1.064, -1.803, -3.388], [-1.123, 2.939, -3.702], [-0.347, 1.341, -3.448], [-0.138, 2.609, -2.223], [-2.922, 3.665, -2.292], [-1.776, 3.395, -0.880], [-3.458, 2.637, -0.941], [-3.273, 1.923, -3.929], [-4.080, 1.328, -2.462], [-2.410, -0.160, -4.620], [-3.906, -0.579, -3.809], [-3.748, -2.598, -2.904], [-3.816, -1.684, -1.384], [-2.561, -2.964, -1.716], [-1.485, -2.433, -4.157], [-0.502, -2.458, -2.672], [-0.386, -1.074, -3.812], [2.608, -3.748, 2.609], [1.350, -3.450, 1.854], [0.116, -3.296, 2.695], [1.645, -1.998, 1.215], [1.414, -1.444, -0.194], [-0.082, -1.301, -0.645], [2.204, 0.189, -0.194], [1.250, 1.558, 0.482], [-0.185, 1.442, -0.157], [1.059, 1.459, 2.037], [1.837, 1.817, 3.257], [2.383, 0.529, 3.872], [0.875, 2.570, 4.158], [1.896, 2.895, 0.015], [1.916, 4.419, 0.476], [3.357, 4.869, 0.178], [0.951, 5.207, -0.355], [2.033, -2.323, -1.310], [3.104, -3.305, -1.362], [4.362, -2.617, -1.940], [2.667, -4.464, -2.197], [2.668, -4.801, 2.909], [2.618, -3.180, 3.566], [3.522, -3.471, 2.142], [1.208, -4.053, 0.948], [0.337, -2.608, 3.535], [-0.094, -4.257, 3.202], [-0.774, -2.974, 2.142], [2.515, 0.477, -1.227], [3.100, 0.092, 0.440], [2.700, 2.378, 2.863], [1.563, -0.175, 4.092], [2.919, 0.745, 4.810], [3.108, -0.014, 3.242], [0.130, 1.869, 4.534], [0.351, 3.349, 3.646], [1.430, 2.991, 5.023], [1.715, 4.307, 1.533], [3.528, 4.790, -0.908], [4.085, 4.290, 0.749], [3.400, 5.913, 0.447], [1.318, 5.066, -1.390], [1.047, 6.269, -0.085], [-0.130, 4.912, -0.265], [3.285, -3.599, -0.337], [4.138, -2.007, -2.839], [5.040, -3.387, -2.306], [4.889, -2.075, -1.145], [2.502, -4.105, -3.260], [1.760, -4.934, -1.767], [3.422, -5.230, -2.235], [-6.102, -0.994, 1.435], [-4.753, -0.682, 1.571], [-4.062, -0.027, 0.547], [-2.766, 0.409, 0.792], [-2.185, 0.137, 2.019], [-2.957, -0.525, 2.943], [-4.176, -0.989, 2.754], [-6.654, -0.672, 0.626], [-6.509, -1.328, 2.297], [-4.627, 0.339, -0.336], [-1.289, 0.664, 2.210], [-2.594, -0.723, 3.944]], "atomic_forces_ev_per_a": [[1.90, 0.71, -0.90], [0.45, 0.65, -0.78], [0.24, -0.60, 0.17], [0.72, 1.44, -1.13], [-0.44, -0.21, -0.65], [-0.67, 1.21, -1.02], [0.03, -0.17, 1.54], [-0.65, 0.38, 0.34], [0.52, -0.87, 0.46], [0.22, -0.55, 0.48], [-0.26, 0.02, 0.03], [-0.27, -0.03, -0.33], [0.35, -0.53, 1.05], [-0.88, -0.35, -0.28], [-0.46, 0.10, 0.71], [-0.07, -0.28, 0.42], [0.57, -0.34, -0.51], [-0.09, 0.01, 0.73], [0.00, -0.19, -0.22], [-0.01, 0.20, -0.21], [0.64, -0.42, -0.63], [0.30, 0.02, 0.38], [0.09, -0.16, -0.48], [-0.63, 0.71, -0.64], [0.15, 0.08, -0.20], [-0.48, 0.10, 1.84], [0.26, 0.49, -0.83], [0.16, -0.03, 0.89], [-0.64, 0.12, -0.09], [1.08, -1.27, -0.41], [0.07, 0.41, 0.63], [0.17, 0.27, -0.08], [-0.05, 2.38, 0.84], [-0.02, -1.02, 0.23], [-0.79, -0.69, -2.07], [1.23, -0.16, 0.18], [-0.10, -0.43, 0.05], [0.88, -0.49, 0.49], [-0.50, -1.51, 0.13], [1.20, -0.28, -0.06], [-0.97, -0.86, -0.06], [-0.66, -0.59, -0.47], [-1.60, 1.31, 0.30], [2.11, -0.06, -0.42], [-0.41, -0.26, 0.10], [-1.37, 0.38, -1.01], [-0.15, 0.09, -0.29], [-0.19, -0.30, -0.51], [0.61, 0.02, -0.90], [0.01, -0.03, 0.36], [-0.20, -0.12, -0.53], [0.03, 0.27, -0.47], [0.22, -0.13, 0.04], [-0.16, -0.29, 0.62], [-0.05, -0.02, -0.31], [-0.48, 0.29, 0.43], [0.20, 0.33, 0.06], [-0.32, 0.10, -0.27], [-0.28, 0.43, -0.03], [0.01, -0.06, 0.17], [-0.12, 0.65, -0.34], [-0.37, -0.22, -0.51], [-0.19, 0.31, 0.18], [0.12, -0.02, 0.46], [-0.02, 0.19, -0.16], [0.25, 0.38, 0.18], [-0.56, 0.37, 0.30], [-0.06, -0.34, -0.10], [1.04, 0.23, 0.02], [0.11, -0.18, 0.30], [-0.04, -0.11, 0.72], [0.07, -0.08, 0.18], [-0.09, 0.23, -0.43], [-0.03, -0.57, 1.17], [0.29, 0.23, -0.47], [0.44, -0.18, 0.09], [2.82, 0.82, -0.27], [-3.51, -0.74, 0.04], [1.36, 1.13, 0.12], [-2.22, -1.08, 1.72], [-1.58, 0.94, -2.26], [-0.45, -1.08, 1.65], [0.22, 0.57, -0.93], [0.32, -0.42, 1.02], [-0.59, -0.11, -0.18], [0.78, -0.30, 0.38], [1.08, 0.02, 0.26], [0.36, 0.12, -0.01]], "e_lumo_ha": -0.471, "homo_ha": -0.744, "total_charge": 4, "multiplicity": 1, "orbital_gap_ev": 7.425}

{"formula": "C23H52Cl14N4O5P", "method": "ωB97M-V/def2-TZVPD", "symbols": ["C", "C", "O", "C", "O", "C", "C", "C", "N", "C", "C", "N", "N", "N", "C", "P", "O", "O", "O", "H", "H", "H", "H", "H", "H", "H", "H", "H", "H", "H", "H", "H", "H", "H", "H", "H", "H", "H", "H", "H", "H", "H", "H", "Cl", "C", "C", "Cl", "H", "H", "H", "H", "Cl", "C", "C", "Cl", "H", "H", "H", "H", "Cl", "C", "C", "Cl", "H", "H", "H", "H", "Cl", "C", "C", "Cl", "H", "H", "H", "H", "Cl", "C", "C", "Cl", "H", "H", "H", "H", "Cl", "C", "C", "Cl", "H", "H", "H", "H", "Cl", "C", "C", "Cl", "H", "H", "H", "H"], "positions_angstrom": [[-2.781, -0.363, -0.508], [-2.296, 0.317, 0.794], [-0.870, 0.519, 0.692], [-0.339, 1.051, 1.812], [-0.964, 1.539, 2.689], [1.186, 1.028, 1.881], [1.785, 1.224, 0.450], [2.110, -0.161, -0.199], [3.355, -0.094, -1.046], [4.201, -1.339, -1.046], [3.440, -2.707, -1.229], [3.024, -3.310, 0.060], [4.452, -3.610, -1.794], [2.346, -2.705, -2.170], [3.042, 0.419, -2.435], [2.999, 2.267, -2.575], [1.598, 2.672, -2.501], [3.571, 2.732, -4.009], [3.880, 3.035, -1.442], [-3.133, -1.386, -0.333], [-1.926, -0.424, -1.201], [-3.541, 0.261, -0.995], [-2.847, 1.251, 0.946], [-2.522, -0.302, 1.675], [1.496, 0.093, 2.375], [1.575, 1.851, 2.495], [2.706, 1.817, 0.571], [1.052, 1.783, -0.142], [1.274, -0.363, -0.877], [2.171, -0.880, 0.619], [3.935, 0.638, -0.626], [4.972, -1.275, -1.829], [4.753, -1.356, -0.092], [3.592, -2.923, 0.806], [2.039, -3.139, 0.252], [5.313, -3.541, -1.258], [4.070, -4.549, -1.749], [1.464, -2.407, -1.770], [2.563, -2.232, -3.039], [2.120, -0.030, -2.839], [3.852, 0.068, -3.101], [3.194, 3.608, -4.204], [4.697, 2.549, -1.235], [-0.313, 0.008, 8.193], [-0.512, 1.221, 6.901], [0.272, 0.865, 5.663], [2.037, 0.982, 5.920], [-0.216, 2.189, 7.298], [-1.574, 1.259, 6.662], [0.025, 1.556, 4.859], [0.049, -0.143, 5.327], [2.773, -0.766, -8.147], [1.559, 0.472, -7.754], [1.727, 1.007, -6.355], [1.330, -0.223, -5.116], [0.572, 0.034, -7.901], [1.684, 1.281, -8.472], [1.050, 1.845, -6.193], [2.743, 1.349, -6.175], [0.517, -2.569, -9.237], [-0.191, -3.175, -7.721], [-1.688, -2.997, -7.679], [-2.153, -1.278, -7.571], [0.295, -2.660, -6.892], [0.057, -4.234, -7.657], [-2.094, -3.491, -6.797], [-2.166, -3.420, -8.560], [-1.340, -1.628, 3.919], [-1.616, -2.444, 5.488], [-1.789, -3.933, 5.334], [-3.310, -4.350, 4.501], [-2.485, -1.988, 5.957], [-0.745, -2.236, 6.110], [-1.826, -4.400, 6.317], [-0.967, -4.377, 4.775], [2.870, 6.126, 1.049], [1.538, 5.025, 0.620], [0.456, 4.994, 1.672], [1.001, 4.227, 3.189], [1.960, 4.037, 0.452], [1.122, 5.381, -0.322], [-0.390, 4.409, 1.310], [0.103, 5.994, 1.913], [-2.190, 3.315, -0.630], [-3.149, 4.186, -1.856], [-3.925, 3.242, -2.741], [-2.857, 2.287, -3.802], [-2.471, 4.810, -2.433], [-3.838, 4.836, -1.318], [-4.591, 3.810, -3.389], [-4.525, 2.549, -2.156], [-4.399, -1.958, 7.563], [-5.706, -3.080, 7.096], [-6.820, -3.108, 8.113], [-6.308, -3.853, 9.647], [-5.269, -4.065, 6.954], [-6.090, -2.736, 6.137], [-7.649, -3.702, 7.732], [-7.187, -2.107, 8.331]], "atomic_forces_ev_per_a": [[0.71, 0.29, 0.14], [-1.29, -0.62, -0.38], [0.16, -0.08, 0.59], [1.50, 0.16, -0.24], [-1.35, 0.38, 1.02], [0.18, 0.07, -1.15], [0.30, -0.81, 0.78], [-1.27, 1.55, 0.24], [0.09, 0.19, -0.30], [0.41, -0.80, 0.18], [0.81, -1.17, 0.10], [-0.60, 0.99, -0.59], [0.08, 1.16, -0.34], [-0.13, 0.21, 0.67], [1.65, -0.22, -0.73], [-2.03, 1.78, -0.73], [-0.33, 0.14, 0.64], [0.73, -1.00, 0.90], [0.18, -1.90, -0.55], [-0.10, 0.35, -0.06], [-0.34, 0.03, 0.13], [0.07, -0.39, 0.10], [0.59, -0.03, -0.02], [0.33, 0.13, -0.25], [-0.04, 0.18, -0.26], [-0.68, -0.31, 0.03], [-0.24, -0.13, -0.18], [0.50, -0.05, -0.13], [0.29, -0.48, 0.29], [0.47, -0.19, -0.56], [-0.09, -0.29, 0.23], [-0.49, 0.28, 0.05], [-0.34, 0.09, -0.19], [-0.25, -0.26, 0.11], [0.16, -0.07, 0.21], [-0.10, -0.40, -0.04], [0.20, 0.06, 0.11], [0.06, 0.04, -0.22], [-0.05, -0.27, -0.02], [0.33, 0.72, 0.49], [-0.26, -0.01, 0.28], [0.01, -0.21, -0.02], [0.17, 0.73, -0.04], [0.01, -0.03, 0.02], [-0.06, 0.11, -0.07], [-0.10, 0.13, -0.03], [0.08, -0.03, -0.03], [0.06, -0.07, 0.04], [0.04, -0.05, -0.05], [-0.04, 0.00, 0.05], [0.13, 0.13, 0.09], [0.43, 0.32, 0.29], [-0.12, -0.08, -0.10], [0.07, 0.39, -0.24], [-0.11, -0.17, -0.11], [0.05, -0.05, 0.02], [0.03, 0.04, 0.09], [-0.09, -0.10, 0.04], [0.00, -0.14, 0.04], [-0.43, -0.27, -0.20], [0.05, -0.11, 0.08], [-0.02, -0.16, 0.06], [0.01, 0.05, -0.01], [-0.02, 0.07, -0.06], [-0.07, 0.01, -0.03], [0.05, 0.04, 0.02], [0.04, 0.10, -0.03], [-0.12, -0.14, -0.21], [0.07, -0.06, 0.27], [0.10, -0.01, 0.07], [-0.01, 0.00, -0.06], [0.07, -0.04, -0.20], [0.01, -0.04, -0.04], [-0.04, 0.09, 0.02], [-0.07, 0.02, -0.05], [0.06, -0.05, 0.01], [-0.12, 0.03, -0.06], [-0.15, -0.04, -0.10], [0.11, 0.23, 0.08], [0.02, 0.04, 0.03], [-0.04, -0.02, 0.04], [0.05, -0.01, -0.01], [0.09, -0.01, 0.04], [0.09, 0.04, -0.04], [-0.13, 0.21, -0.10], [-0.08, 0.04, 0.00], [0.03, -0.06, 0.03], [0.05, -0.11, 0.00], [-0.02, -0.08, 0.02], [0.05, 0.04, 0.02], [0.07, -0.01, 0.00], [-0.05, 0.02, 0.15], [-0.17, -0.12, -0.16], [-0.08, 0.03, -0.02], [0.02, 0.02, 0.01], [0.04, 0.05, 0.08], [-0.01, 0.04, 0.05], [0.07, -0.02, -0.04], [0.08, -0.02, 0.03]], "e_lumo_ha": -0.122, "homo_ha": -0.439, "total_charge": 1, "multiplicity": 1, "orbital_gap_ev": 8.624, "de_lowest_kj_mol": 0.0}

For each record above, in turn, the calculated max |F| values are 3.592 2.797 eV/Å.